[1]
The following is a quantum chemistry calculation of C8H13N4P as an isolated structure at a distorted geometry, from OMol25.

Electronic energy in eV: -23748.9002
ΔE to the lowest compared entry with this formula, charge and spin in kcal per mole: 4.65
HOMO (spin up / spin down) in Ha: -0.260 / -0.311

ORCA input file:
```
! RIJCOSX wB97M-V def2-TZVPD def2/J DEFGRID3
* xyz 0 3
C -1.24239 1.22162 1.11271
C -1.09905 1.10947 -0.28350
C -1.05518 -0.17875 -0.83662
C -1.88803 -0.97932 1.17945
C -1.60778 -4.82525 -0.23939
C -0.77132 -4.06502 -0.67614
C -0.34970 3.43125 -0.61735
C -0.49113 2.07671 -1.30808
N -1.79175 0.19592 1.78715
N -1.40779 -1.20290 -0.09814
N -2.32253 -2.05960 1.89321
N -0.45907 -0.42245 -2.06108
P -0.99137 -1.25297 -3.24768
H -1.09267 2.12064 1.79254
H -2.56905 -5.25812 0.15598
H 1.92533 -0.65739 -1.71229
H 0.15847 -3.74800 -0.99088
H -0.15688 4.32181 -1.24411
H 0.42997 3.45539 0.11227
H -1.32422 3.64321 -0.14010
H 0.46681 1.50779 -1.64880
H -1.18428 2.12736 -2.10477
H -2.15962 -2.18705 2.82503
H -2.30329 -2.91048 1.30064
H 0.27659 -1.10863 -4.08129
H 1.85311 -1.37313 -2.01428
*
```

***

[2]
The following is a quantum chemistry calculation of C19H27N12OPd as an isolated structure, from OMol25.

Electronic energy in eV: -43548.0067
ΔE to the lowest compared entry with this formula, charge and spin in kcal per mole: 2.88
HOMO (spin up / spin down) in Ha: -0.172 / -0.158

ORCA input file:
```
! RIJCOSX wB97M-V def2-TZVPD def2/J DEFGRID3
* xyz -1 3
Pd -1.12468 -1.61219 0.46776
N -4.71855 -1.76580 0.36544
C -4.08993 -1.70897 1.59497
N -4.72088 -1.50447 2.73748
N -3.74647 -1.53778 3.67612
N -2.59832 -1.74365 3.12167
N -2.78647 -1.87917 1.78644
C -4.05846 -1.59748 -0.83991
N -4.67326 -1.31612 -1.97660
N -3.67872 -1.25102 -2.89014
N -2.53781 -1.47730 -2.32411
N -2.74803 -1.71750 -1.00835
H -5.69991 -1.56012 0.36095
N -1.27878 0.73670 0.55678
C -1.26684 1.85724 0.28750
N -1.25537 3.14471 -0.03163
C -2.50353 3.86421 -0.28744
C -2.32531 5.28857 0.19746
O -1.19349 5.89482 -0.41323
C 0.00526 5.19385 -0.11405
C -0.06358 3.76283 -0.60929
H -3.31840 3.37165 0.23758
H -2.72016 3.86653 -1.35961
H -2.20789 5.28948 1.28690
H -3.18906 5.89353 -0.06984
H 0.18049 5.19566 0.96790
H 0.81406 5.72840 -0.60797
H 0.81754 3.20254 -0.30594
H -0.13022 3.75664 -1.70146
C 5.23193 -0.63663 -1.71433
C 3.73706 -0.86522 -1.69189
C 2.97471 -0.64142 -2.82887
C 1.60084 -0.88067 -2.80210
C 0.74559 -0.65284 -4.02391
C 1.02416 -1.34284 -1.63627
C 1.74345 -1.54675 -0.42465
C 3.13814 -1.30031 -0.51555
N 1.00629 -1.96616 0.66944
C 1.43435 -2.12392 2.08315
C 0.72258 -3.37804 2.61461
C 0.94640 -0.91554 2.90275
C 2.92208 -2.30279 2.39820
H 5.57115 -0.33819 -2.70738
H 5.76856 -1.54598 -1.43113
H 5.52279 0.14602 -1.00755
H 3.44951 -0.29850 -3.74430
H 1.36162 -0.48214 -4.90830
H 0.09268 0.21110 -3.88212
H 0.08468 -1.50152 -4.20206
H -0.02998 -1.58207 -1.66362
H 3.78463 -1.44862 0.32542
H -0.34159 -3.31544 2.40595
H 0.85232 -3.46609 3.69710
H 1.12402 -4.27375 2.13276
H -0.13780 -0.84731 2.88659
H 1.36921 0.00983 2.50233
H 1.25721 -1.02539 3.94649
H 3.36762 -3.10695 1.80786
H 3.00669 -2.57554 3.45333
H 3.48585 -1.38208 2.25266
*
```

***

[3]
The following is a quantum chemistry calculation of a 2-piece molecular cluster, C4H11NO2 overall at a distorted geometry, from OMol25.

Electronic energy in eV: -9910.6291
Structure (SMILES): CCC(N)=O.CO
ΔE to the lowest compared entry with this formula, charge and spin in kcal per mole: 37.19
HOMO in Ha: -0.373

ORCA input file:
```
! RIJCOSX wB97M-V def2-TZVPD def2/J DEFGRID3
* xyz 0 1
C 0.32787 -1.26986 2.28311
C 0.37098 0.07211 1.58285
C 1.35539 0.08732 0.48269
N 0.77596 -0.37708 -0.69358
O 2.49070 0.49186 0.51366
H 1.36087 -1.45291 2.61765
H 0.20323 -2.15751 1.69002
H -0.53086 -1.20865 3.06146
H -0.62893 0.50882 1.43947
H 0.50108 0.82312 2.40304
H 1.32580 -0.27983 -1.52727
H -0.15754 -0.71419 -0.69423
C -1.33141 0.77907 -2.54640
O -1.38706 1.36145 -1.20319
H -0.81616 -0.17480 -2.55332
H -0.97464 1.52746 -3.23819
H -2.40722 0.63063 -2.78370
H -0.47806 1.35298 -0.83407
*
```

***

[4]
The following is a quantum chemistry calculation of C5H6O as an isolated structure, from OMol25.

Electronic energy in eV: -7325.0709
ΔE to the lowest compared entry with this formula, charge and spin in kcal per mole: 97.17
HOMO in Ha: -0.308

ORCA input file:
```
! RIJCOSX wB97M-V def2-TZVPD def2/J DEFGRID3
* xyz 0 1
C -1.05122 0.93457 0.24248
C -0.37267 -0.39402 0.48364
O -0.79368 -1.35324 1.07177
C 0.48575 -0.84264 -1.25236
C 1.35333 -0.41910 -0.27082
C 1.45282 0.07204 0.87438
H -2.01765 0.74254 -0.23221
H -0.45592 1.60152 -0.38079
H -1.23537 1.40747 1.21159
H 0.31719 -0.21255 -2.12272
H 0.29451 -1.90596 -1.35843
H 2.02290 0.36939 1.73348
*
```

***

[5]
The following is a quantum chemistry calculation of an isolated ion of composition C12H14N3 and charge +1 at a distorted geometry, from OMol25.

Electronic energy in eV: -17129.7063
Structure (SMILES): C1=C/[N+](=C/C2CCC2)[C@H]2[C@@H]1[C@]21C=NC=N1
ΔE to the lowest compared entry with this formula, charge and spin in kcal per mole: 99.25
HOMO (spin up / spin down) in Ha: -0.489 / -0.489

ORCA input file:
```
! RIJCOSX wB97M-V def2-TZVPD def2/J DEFGRID3
* xyz 1 1
C -2.96742 -0.73713 -0.17728
C -2.04239 -0.81891 -1.11328
N -0.83158 -0.34120 -0.67263
C 0.16394 -0.11919 -1.46688
C 1.42417 0.50442 -1.06204
C 1.75130 1.91084 -0.40267
C 2.66951 2.25382 -1.70182
C 2.18650 0.92823 -2.31646
C -0.88097 0.07130 0.64325
C -2.32436 -0.15772 1.06170
C -1.16755 -1.01923 1.71781
C -0.69028 -0.83012 3.06403
N -0.38402 -1.96095 3.61537
C -0.78958 -2.88773 2.64228
N -1.17613 -2.44726 1.49404
H -3.95175 -0.97484 -0.17358
H -2.25143 -1.21559 -2.14612
H 0.12753 -0.50490 -2.51230
H 2.06722 -0.09014 -0.40357
H 2.17627 1.83416 0.58996
H 0.79211 2.36703 -0.29437
H 2.38695 3.05691 -2.21549
H 3.67274 2.22637 -1.51666
H 1.56481 1.18806 -3.13119
H 3.00622 0.28736 -2.82980
H -0.23505 0.99220 1.00467
H -3.07260 0.42349 1.67847
H -0.48594 -0.05870 3.70168
H -0.73822 -3.88059 2.92291
*
```

***

[6]
The following is a quantum chemistry calculation of C18H26AsAuN4OS3 as an isolated structure at a distorted geometry, from OMol25.

Electronic energy in eV: -124117.1750
ΔE to the lowest compared entry with this formula, charge and spin in kcal per mole: 11.20
HOMO (spin up / spin down) in Ha: -0.514 / -0.514

ORCA input file:
```
! RIJCOSX wB97M-V def2-TZVPD def2/J DEFGRID3
* xyz 2 1
Au -0.44523 1.28048 0.11974
N 2.55043 3.48875 -2.24709
C 1.85534 2.63138 -1.50352
S 0.19218 3.12105 -1.11160
N 2.46387 1.51426 -1.18351
N 1.77782 0.79416 -0.29612
C 2.22054 -0.16925 0.39920
C 1.26300 -0.93033 1.21936
C 1.68487 -1.97516 2.00878
C 0.75102 -2.66794 2.77227
C -0.58203 -2.31038 2.70499
C -0.94782 -1.25349 1.88999
N -0.04595 -0.57300 1.17208
H 2.15403 4.36310 -2.54650
H 3.50642 3.27959 -2.48172
H 3.28014 -0.41543 0.40105
H 2.73405 -2.24385 2.02760
H 1.06975 -3.48043 3.41257
H -1.33528 -2.82468 3.28616
H -1.97773 -0.93214 1.80842
C -1.82048 5.18994 0.84199
As -2.42797 3.84005 2.03355
C -4.18027 3.30168 1.53098
C -2.50437 4.52977 3.80851
S -1.07109 2.17230 2.20906
H -2.44787 6.06946 0.97223
H -1.89724 4.82582 -0.17843
H -0.78730 5.42446 1.08057
H -4.86076 4.13065 1.71513
H -4.46107 2.44930 2.14214
H -4.19643 3.03396 0.47866
H -3.21742 5.34995 3.84959
H -1.51479 4.87303 4.09488
H -2.82115 3.72673 4.46829
C 2.59675 -5.45883 -0.69971
C 1.89946 -4.23110 -1.22657
C 0.54550 -4.00130 -0.95951
C -0.10504 -2.88811 -1.46466
C 0.60764 -1.99510 -2.25939
C 1.95436 -2.19220 -2.52691
C 2.59063 -3.31151 -2.01163
S -0.13892 -0.54159 -2.90635
C -1.39459 -1.25213 -3.93578
O -0.94225 0.13227 -1.79062
H 1.98462 -5.98558 0.03103
H 3.55205 -5.20399 -0.23826
H 2.81178 -6.15344 -1.51387
H -0.00756 -4.71739 -0.36143
H -1.15169 -2.71375 -1.23643
H 2.49727 -1.49093 -3.15127
H 3.63882 -3.47813 -2.23234
H -1.92994 -2.01986 -3.37943
H -0.91009 -1.67317 -4.81872
H -2.06004 -0.43793 -4.21745
*
```